No. 1
The following is a quantum chemistry calculation of C11H15FN3O5P in the gas phase, from the OMol25 dataset.

Properties
Calculated total energy in eV: -38357.9224
Spin multiplicity: 1
LUMO in eV: -0.8
SMILES: CC(C)=N[C@@]1(CC=O)[C@H]([PH2]=O)C(=O)N[C@H]1C(=O)NC(=O)F
Kohn-Sham gap in eV: 8.49

```
36
Properties=species:S:1:pos:R:3:forces:R:3
C 1.738038 -2.200068 1.419418 -0.6 0.8 2.1
C 1.271539 -0.646569 1.328523 0.1 -0.3 0.1
C 2.381680 0.410859 1.885795 0.1 -0.8 -0.4
N 0.068038 -0.304913 0.875151 4.2 -1.7 -1.3
C 0.116520 0.454190 -0.409496 -3.3 0.9 0.2
C 0.562985 2.011830 -0.413341 0.7 -0.6 0.2
C 0.072223 2.667213 0.983672 -0.3 4.1 0.5
O -0.136424 3.915850 1.114581 0.9 -5.0 -1.1
C -1.488541 0.599571 -0.756314 -1.4 1.5 -0.4
C -2.533255 0.124073 0.383520 0.3 2.4 2.4
O -2.750708 0.958459 1.314935 0.9 -3.8 -3.7
N -3.239344 -1.195097 0.323120 -0.1 2.5 1.8
C -4.207408 -1.244380 1.452956 -4.8 0.5 -0.3
O -5.440911 -1.162854 1.225163 5.7 -0.7 1.2
F -3.775122 -1.395942 2.790549 -0.1 0.3 -3.8
N -1.727797 0.153732 -2.171676 0.7 0.3 0.0
C -0.365424 0.326845 -2.800806 0.7 0.1 -2.0
O -0.062016 0.908707 -3.867732 -1.5 -2.5 4.6
C 0.558641 -0.426548 -1.705711 0.0 1.2 -0.6
P 2.397237 -0.690473 -2.047797 1.1 -4.3 0.7
O 2.811043 -2.177843 -1.786554 -1.3 3.4 -0.5
H 2.786916 -2.349675 0.971942 -1.8 0.5 0.3
H 1.858358 -2.422832 2.554452 -0.1 0.2 -1.7
H 0.951116 -2.922761 1.022130 1.2 1.2 0.3
H 3.288674 -0.147177 2.332595 -1.6 0.8 -0.7
H 1.876872 1.015519 2.718058 0.7 -0.8 -1.3
H 2.787081 1.090814 1.059203 -0.7 -0.8 1.3
H 1.702769 2.042517 -0.543518 -1.5 0.4 0.6
H 0.132420 2.597748 -1.315700 0.6 -1.0 1.6
H -0.083696 2.048664 1.950635 0.3 0.3 -1.9
H -1.767750 1.722925 -0.830131 0.6 -1.8 0.6
H -3.825265 -1.118792 -0.530010 0.2 -0.5 0.7
H -2.040578 -0.831577 -2.179122 0.6 0.6 -0.4
H 0.147344 -1.507163 -1.763268 0.7 1.7 0.7
H 3.214911 0.101664 -1.165706 -0.7 0.3 -0.7
H 2.719834 -0.406514 -3.419517 -0.5 0.6 0.8
```
Forces are in eV/Å.

No. 2
The following is a quantum chemistry calculation of a molecular structure, C10H30N6O4Rb, from the OMol25 dataset.

Properties
Calculated total energy in eV: -28637.4938
Charge: +1
Spin multiplicity: 1
LUMO in eV: -2.5
Relative energy (zero: lowest compared OMol25 entry of this formula, charge and spin) in kcal/mol: 56.0
Kohn-Sham gap in eV: 9.22

```
51
Properties=species:S:1:pos:R:3:forces:R:3
Rb 2.171728 -0.098754 -1.535321 0.3 -0.2 0.3
C 4.085503 -0.365769 2.090975 -0.8 1.6 2.9
O 3.705145 -0.284996 0.948068 0.3 0.1 -2.0
N 4.668981 0.660480 2.773721 1.1 1.4 -1.5
N 3.619827 -1.282853 2.931698 -1.0 -3.5 0.3
H 5.019352 1.348633 2.122733 0.2 0.2 0.5
H 5.046846 0.677602 3.710221 -0.2 -0.5 -0.3
H 3.209180 -2.070612 2.451178 -0.2 0.0 0.0
H 3.962450 -1.585188 3.832418 0.4 0.8 -0.1
C -1.269722 -0.876203 -3.174485 -1.1 2.7 0.0
O -0.220501 -1.206872 -2.715392 3.3 -1.6 1.2
N -2.099038 -0.104720 -2.530441 -2.9 2.0 3.7
N -1.529090 -0.902553 -4.437961 0.3 -1.6 -4.3
H -1.950402 0.086945 -1.549994 0.1 -0.4 -0.3
H -2.926854 0.356540 -2.879811 0.3 -0.4 -0.4
H -0.724545 -1.271398 -4.924553 -0.7 -0.2 -0.8
H -2.436959 -0.794140 -4.867041 0.4 -0.1 0.1
C 0.577679 4.537362 0.345723 -0.9 0.0 -0.9
C -0.001598 3.142529 0.053773 -1.7 1.6 -0.8
C -0.953689 3.014928 -1.178838 0.4 0.1 0.6
O -2.078563 3.859910 -1.048484 0.3 0.6 0.1
C -2.949293 3.988075 -2.178089 0.5 -0.6 0.7
N 1.126745 2.270419 -0.101551 0.3 -1.1 0.9
H 1.384795 4.743098 -0.357377 -0.3 0.3 -0.6
H 1.114942 4.623596 1.290190 -0.7 -0.2 0.4
H -0.258913 5.225309 0.223497 0.4 0.6 0.3
H -0.680186 2.897415 0.870799 0.5 -0.6 0.4
H -1.322817 1.990535 -1.228431 0.2 -0.3 0.1
H -0.303993 3.126557 -2.046901 -0.3 0.7 -0.7
H -3.882326 4.462165 -1.873473 0.4 0.3 0.2
H -3.261074 2.986904 -2.475677 0.2 -0.2 -0.6
H -2.449445 4.560115 -2.959766 -0.2 -0.2 -0.2
H 1.512396 2.481027 0.807851 0.8 -1.2 0.6
H 1.818374 2.767901 -0.644010 0.0 0.3 -0.7
C -1.514709 -2.053059 0.253364 -0.6 -0.9 0.5
C -0.109710 -2.611372 0.609474 -0.6 1.9 1.3
C 0.019033 -3.924499 1.408867 -0.8 0.8 0.2
O -0.083856 -3.655311 2.831463 -0.5 -0.6 -0.7
C -1.362004 -4.016062 3.392153 0.0 -0.4 -0.1
N 0.733605 -2.490789 -0.540735 0.7 -1.2 -1.5
H -1.514058 -0.988959 0.017163 0.6 -0.1 -0.2
H -2.299358 -2.087360 1.009175 0.3 -0.4 0.5
H -1.932891 -2.625682 -0.574479 0.0 0.1 -0.3
H 0.371526 -1.796614 1.150476 -0.5 -0.3 1.5
H 0.955520 -4.380934 1.088335 0.5 0.1 0.8
H -0.729214 -4.672992 1.148105 -0.3 0.1 -0.2
H -1.365511 -3.836930 4.467335 0.3 0.3 -0.2
H -1.625030 -5.067768 3.278857 0.6 -0.4 -0.2
H -2.232174 -3.530680 2.950219 0.2 0.7 -0.2
H 0.237802 -1.872741 -1.167072 0.1 0.0 -0.2
H 0.726097 -3.352238 -1.067951 0.1 -0.4 -0.3
```
Forces are in eV/Å.

No. 3
The following is a quantum chemistry calculation of 2 unconnected molecules or ions with the total composition C15H20N3, from the OMol25 dataset.

Properties
Calculated total energy in eV: -20342.5659
Charge: +1
Spin multiplicity: 1
LUMO in eV: -3.4
Relative energy (zero: lowest compared OMol25 entry of this formula, charge and spin) in kcal/mol: 0.0
Kohn-Sham gap in eV: 7.40

```
38
Properties=species:S:1:pos:R:3:forces:R:3
C 0.239056 2.657811 -2.612731 -0.2 0.1 -0.4
N 0.964762 2.329424 -1.366916 -1.2 -0.2 1.3
C 2.395584 2.469693 -1.340149 0.9 -0.3 -0.4
C 3.160437 1.308482 -1.265698 0.0 0.2 -0.2
C 4.543088 1.401973 -1.423567 -0.1 0.3 0.3
C 5.147320 2.658980 -1.544934 -0.2 -0.1 0.0
C 4.372067 3.823727 -1.562382 -0.2 -0.2 0.1
C 2.981150 3.731348 -1.499006 -0.4 -0.2 0.2
C 0.289629 1.953315 -0.312400 0.1 0.9 -0.9
H 0.952566 2.730782 -3.445316 -0.2 -0.1 0.4
H -0.487181 1.858990 -2.824868 0.3 0.3 0.1
H -0.298108 3.610572 -2.505607 0.2 -0.3 0.0
H 2.647188 0.354258 -1.129409 0.3 0.2 -0.2
H 5.132487 0.489210 -1.418018 0.0 0.2 0.0
H 6.230178 2.731888 -1.606666 -0.2 0.0 -0.1
H 4.838004 4.808976 -1.602062 -0.1 -0.3 -0.1
H 2.337237 4.617544 -1.532345 0.4 -0.3 0.0
H 0.839693 1.692375 0.597600 -0.4 0.3 -0.4
H -0.803900 2.026162 -0.341876 0.9 0.1 0.1
C -4.308834 -3.399602 2.160305 -0.2 -0.2 -0.1
N -2.872925 -3.333624 1.957738 0.2 0.3 -0.3
C -2.162301 -4.466050 2.513387 0.0 -0.1 0.2
C -2.254228 -2.298002 1.334878 -0.3 -0.2 0.3
C -0.841186 -2.144663 1.382422 0.2 0.8 -0.3
C -0.282553 -0.991481 0.834168 -0.9 -1.1 0.3
N -1.010330 -0.055980 0.230936 0.4 0.4 -0.5
C -2.334261 -0.205717 0.129691 -0.3 -1.0 0.5
C -3.012372 -1.305619 0.653415 0.5 0.7 -0.3
H -4.817472 -2.460382 1.925521 0.3 -0.3 0.1
H -4.726186 -4.194672 1.523048 -0.1 0.2 0.3
H -4.503976 -3.629250 3.219194 0.0 0.0 -0.3
H -1.114994 -4.497716 2.205735 -0.3 0.0 0.0
H -2.206630 -4.418926 3.611690 0.1 -0.2 -0.2
H -2.644429 -5.388053 2.157619 0.1 0.2 0.2
H -0.184857 -2.853351 1.878500 -0.3 0.2 -0.1
H 0.789110 -0.827466 0.886303 0.0 0.0 0.0
H -2.896800 0.576493 -0.387194 0.2 -0.2 0.1
H -4.096016 -1.361432 0.519008 0.6 -0.1 0.1
```
Forces are in eV/Å.

No. 4
The following is a quantum chemistry calculation of a molecular structure, C24H22BrF3N7ReS2, from the OMol25 dataset.

Properties
Calculated total energy in eV: -137642.8585
⟨S²⟩: 3.8421
Charge: +3
Spin multiplicity: 4
LUMO (alpha / beta) in eV: -9.2 / -12.9
Relative energy (zero: lowest compared OMol25 entry of this formula, charge and spin) in kcal/mol: 41.2
Kohn-Sham gap (alpha / beta) in eV: 6.01 / 3.03

```
60
Properties=species:S:1:pos:R:3:forces:R:3
Re 12.658671 16.999963 8.198937 -1.2 0.7 0.0
N 10.660070 17.280688 10.988142 0.4 -0.2 0.1
C 11.959481 17.459044 11.232182 -0.6 -0.7 -0.3
N 12.817289 17.204038 10.271815 1.7 1.2 -0.4
C 14.131767 17.487834 10.711564 0.2 -2.3 -5.3
C 14.196149 17.873533 11.938100 1.4 1.4 5.6
S 12.682065 17.926377 12.740738 0.3 0.2 -0.3
C 15.189592 17.140955 9.740065 -4.0 -0.3 -0.3
C 16.519155 17.375519 9.618520 1.2 -0.8 -0.5
S 17.053100 16.791934 8.085367 1.9 0.5 0.8
C 15.496566 16.207365 7.705102 -0.6 -0.6 -1.3
N 14.623061 16.544940 8.609744 -0.4 0.0 1.6
N 15.143094 15.531396 6.600469 1.8 0.4 0.1
H 10.028865 17.124033 11.738232 -0.6 0.2 0.8
H 10.515205 16.635551 10.223981 -0.2 -0.1 -0.5
H 15.114558 18.014569 12.527156 -0.6 0.2 -0.3
H 17.158313 17.633745 10.443612 0.5 0.5 -0.2
H 15.858066 15.345288 5.879480 -0.7 -0.1 0.6
H 14.318838 14.941634 6.641445 -0.1 0.2 -0.1
C 7.934529 20.227824 8.299316 -0.3 0.7 -0.5
C 9.102566 19.677446 7.532714 -0.6 0.0 -0.3
C 9.111072 19.715897 6.137641 1.5 -1.3 -0.4
C 10.058630 18.888578 5.419760 -1.9 1.6 1.4
C 10.916834 18.180163 6.220793 0.1 0.1 -0.9
Br 12.232204 17.052723 5.406167 0.1 0.1 0.8
N 10.973372 18.199577 7.555824 0.1 -0.7 -0.5
C 10.057072 18.926759 8.183525 -0.5 0.2 1.6
H 7.062388 19.722146 7.880944 -0.2 0.2 0.2
H 7.800836 21.306796 8.122522 0.0 -0.4 0.0
H 7.923212 20.062390 9.375464 0.4 -0.1 -0.1
H 8.374512 20.317477 5.624205 0.0 -0.1 -0.2
H 9.984590 18.839838 4.339489 0.4 -0.2 0.1
H 9.972826 18.908742 9.300112 0.6 -0.2 -1.2
C 15.603979 21.653278 7.921060 -0.5 -0.1 1.1
N 14.269327 21.254000 7.489608 -1.3 0.1 -0.4
C 13.277356 22.135008 6.770996 0.2 -1.6 0.3
C 13.840524 20.071467 7.754328 1.2 1.3 -0.3
N 13.585119 18.973227 7.966548 -0.8 -1.8 0.4
H 15.887970 22.426713 7.274121 0.8 1.0 -1.0
H 16.277922 20.801675 7.841810 0.1 0.2 0.1
H 15.569870 22.086111 8.934781 0.1 -0.4 -0.3
H 13.671358 22.349903 5.791233 0.1 0.5 -0.2
H 13.035235 22.975008 7.385370 0.0 0.7 0.1
H 12.379210 21.503936 6.645508 0.3 0.5 0.0
F 9.870495 8.061994 8.694762 -0.5 -0.1 -0.9
C 8.945804 9.040368 8.841937 1.1 -0.1 -1.1
F 8.656869 8.997892 10.106345 -0.9 0.3 1.9
F 7.826991 8.813063 8.138984 0.7 -0.2 0.0
C 9.577952 10.383069 8.496635 -1.5 -0.8 -1.1
C 8.868877 11.308818 7.729714 -0.2 2.0 0.8
C 9.359642 12.615739 7.794554 0.2 -0.8 -0.2
C 10.548555 12.921688 8.508912 -1.0 1.0 -1.5
C 11.304469 11.962619 9.112731 0.2 -2.3 0.5
C 10.805971 10.638137 9.023855 1.1 1.3 1.7
C 11.072681 14.218985 8.408560 1.7 2.7 0.3
C 11.727089 15.311468 8.370403 -1.4 -2.2 -0.2
H 7.870927 11.193939 7.277249 0.8 -0.6 0.2
H 8.862949 13.410904 7.265617 -0.2 0.1 0.0
H 12.202154 12.228538 9.685814 -0.4 -0.3 -0.4
H 11.261996 9.843269 9.595130 0.3 0.0 -0.1
```
Forces are in eV/Å.

No. 5
The following is a quantum chemistry calculation of C10H8N2OS in the gas phase, from the OMol25 dataset.

Properties
Calculated total energy in eV: -26358.7899
⟨S²⟩: 2.0582
Spin multiplicity: 3
LUMO (alpha / beta) in eV: 0.5 / -2.6
Kohn-Sham gap (alpha / beta) in eV: 6.03 / 6.14

```
22
Properties=species:S:1:pos:R:3:forces:R:3
C -3.426567 0.373417 -0.030462 -4.8 1.5 -0.6
C -2.826006 -0.699164 -0.627600 -0.3 -2.3 -1.3
C -2.659334 1.377286 0.553657 0.8 -1.2 0.1
C -1.481262 -0.872174 -0.502796 -2.2 -2.1 -1.8
C -1.348227 1.164838 0.681024 0.1 1.5 0.5
C 2.629150 -1.502306 0.103207 2.7 -3.1 0.0
C 3.450031 -0.454203 0.053464 -2.2 1.6 -0.1
C 0.628215 -0.110629 0.006611 2.4 2.7 0.5
C 1.590409 1.073211 -0.101218 -1.5 -1.0 0.1
C 1.215764 -1.468872 0.054532 -0.4 -0.3 -0.4
N -0.713239 0.067303 0.170074 1.4 -1.6 -0.8
N 2.951705 0.808641 -0.054416 -0.9 0.1 0.4
O 0.575626 -2.513818 0.025225 -0.3 0.0 0.4
S 1.095623 2.682266 -0.298171 0.5 -0.8 -0.1
H -4.563888 0.547844 -0.167800 2.1 -0.4 0.3
H -3.438949 -1.490991 -1.249793 1.4 1.8 1.5
H -2.992420 2.269179 0.985538 -1.0 1.0 0.4
H -1.125906 -1.792379 -1.000389 0.7 1.2 0.8
H -0.752230 1.917674 1.119176 0.6 0.2 0.5
H 3.148976 -2.547657 0.135591 -1.3 2.0 0.0
H 4.474867 -0.429289 0.049948 2.3 -0.7 0.1
H 3.567669 1.599821 0.094599 -0.3 -0.1 -0.3
```
Forces are in eV/Å.

| no. | largest force on an atom (eV/Å) |
| --- | --- |
| 1 | 5.9 |
| 2 | 5.1 |
| 3 | 1.8 |
| 4 | 6.0 |
| 5 | 5.0 |